(1)
Density functional theory data (ωB97M-V/def2-TZVPD) for an isolated molecule of C3H8N2O2 at a distorted geometry.

Each line ends with the Löwdin charge.
Geometry (Å):
C: 1.878 0.026 -0.155  -0.0407
C: 1.279 0.033 1.169  -0.1122
C: -0.405 0.098 -1.337  -0.5257
N: -2.276 0.016 0.308  0.0292
O: -1.032 0.635 -0.019  -0.2213
O: 0.788 0.560 -1.386  -0.0231
N: -0.973 -0.790 -1.997  0.1728
H: -2.160 -0.407 1.227  0.0854
H: -2.950 0.775 0.377  0.0877
H: -1.913 -1.000 -1.670  0.0443
H: 2.112 -0.955 -0.566  0.1152
H: 2.628 0.784 -0.351  0.1116
H: 1.913 0.481 1.930  0.0804
H: 0.265 0.665 1.006  0.1180
H: 0.844 -0.920 1.463  0.0786

Results
ΔE to the lowest compared entry with this formula, charge and spin = 459.2 kJ/mol
Gap between HOMO and LUMO = 10.51 eV
Spin multiplicity = 1
Highest occupied orbital energy = -9.7 eV
SMILES = [H]/N=C(\ON)OCC



(2)
Density functional theory data (ωB97M-V/def2-TZVPD) for a cluster of 2 separate species, C9H11O3 in total at a distorted geometry.

Each line ends with the Löwdin charge.
Geometry (Å):
C: -3.690 0.225 -1.801  -0.0904
C: 0.517 0.244 -1.103  -0.3715
C: -0.293 0.107 0.083  0.0352
C: 0.050 0.447 -2.342  -0.0422
C: -1.733 0.075 -0.090  -0.0401
C: -1.365 0.488 -2.494  -0.0558
C: -2.208 0.222 -1.379  -0.3166
O: 1.808 0.551 -0.866  -0.0571
H: 2.116 0.449 0.232  0.1264
H: -0.003 0.056 1.073  0.0417
H: 0.747 0.677 -3.153  0.1112
H: -2.388 -0.092 0.788  0.1081
H: -1.943 0.633 -3.363  0.0730
H: -4.398 -0.186 -1.109  0.0469
H: -3.898 -0.196 -2.773  0.0478
H: -3.928 1.341 -1.957  0.0937
C: 3.347 -0.985 3.310  -0.0603
C: 2.325 -0.289 2.412  -0.7774
O: 2.848 0.489 1.586  -0.0544
O: 1.170 -0.647 2.595  -0.0341
H: 3.968 -0.248 3.883  0.0707
H: 4.133 -1.427 2.695  0.0444
H: 2.818 -1.935 3.772  0.1010

Results
ΔE to the lowest compared entry with this formula, charge and spin = 151.5 kJ/mol
Gap between HOMO and LUMO = 7.62 eV
Net charge = -1
Spin multiplicity = 1
Highest occupied orbital energy = -4.2 eV